A molecular structure, C2HF6NNiO3S2 in a non-equilibrium geometry. Source: the Open Molecules 2025 dataset; level of theory: the ωB97M-V functional and the def2-TZVPD basis.

## Properties
- Molar mass: 323.85 Da
- ΔE to the lowest compared entry with this formula, charge and spin: 19.8 kcal per mole
- HOMO level (alpha / beta): -9.4 / -9.5 eV
- Largest force on an atom: 5.41 eV Å⁻¹
- Orbital gap (alpha / beta): 9.1 / 8.2 eV
- 2S+1: 3
- E: -88737.9943 eV

Cartesian coordinates (Å):
N 0.4999 -0.2130 0.0365
S 1.2128 1.0683 -0.8039
C 2.6236 1.4652 0.2718
F 2.9881 2.7162 -0.0182
F 3.6714 0.6653 0.0780
F 2.3309 1.4052 1.5736
S -1.0213 -0.4865 -0.1018
O -1.7077 -0.2853 -1.4401
O -2.1905 0.1792 0.8915
C -1.0542 -2.3245 0.2048
F -0.0111 -2.6765 0.9280
F -2.1624 -2.6309 0.8503
F -1.0271 -2.9507 -0.9540
Ni -3.2393 0.6188 -0.6853
O -4.5262 1.3808 0.2840
H -4.4362 2.1700 0.8180

Want to see where the charge sits? The Mulliken charges in e are: atom 1 (N): -0.3218, atom 2 (S): -0.0514, atom 3 (C): 0.6589, atom 4 (F): -0.2150, atom 5 (F): -0.2106, atom 6 (F): -0.2134, atom 7 (S): 1.3779, atom 8 (O): -0.6652, atom 9 (O): -0.6551, atom 10 (C): 0.7253, atom 11 (F): -0.1948, atom 12 (F): -0.1988, atom 13 (F): -0.2209, atom 14 (Ni): 0.5717, atom 15 (O): -0.6629, atom 16 (H): 0.2759

2 unconnected molecules or ions with the total composition C2HFI2 in a non-equilibrium geometry. Source: the Open Molecules 2025 dataset; level of theory: the ωB97M-V functional and the def2-TZVPD basis.

## Properties
- Molar mass: 297.84 Da
- ΔE to the lowest compared entry with this formula, charge and spin: 76.0 kcal per mole
- HOMO level (alpha / beta): -10.1 / -10.1 eV
- Largest force on an atom: 3.14 eV Å⁻¹
- Orbital gap (alpha / beta): 7.6 / 7.6 eV
- 2S+1: 1
- E: -21004.0951 eV

Cartesian coordinates (Å):
C -0.1773 0.3434 -0.5487
C 0.0362 -0.3388 0.4909
F 2.2120 -0.8577 0.0144
I -2.0659 1.5117 -0.6620
I -0.3262 -1.1526 2.2117
H 0.3213 0.4940 -1.5063

Want to see where the charge sits? The Mulliken charges in e are: atom 1 (C): -0.1798, atom 2 (C): -0.2111, atom 3 (F): -0.6093, atom 4 (I): 0.0843, atom 5 (I): 0.4464, atom 6 (H): 0.4694

2 unconnected molecules or ions with the total composition C2HFN2O2 in a non-equilibrium geometry. Source: the Open Molecules 2025 dataset; level of theory: the ωB97M-V functional and the def2-TZVPD basis.

## Properties
- Molar mass: 104.04 Da
- ΔE to the lowest compared entry with this formula, charge and spin: 193.4 kcal per mole
- HOMO level (alpha / beta): -11.9 / -10.7 eV
- Largest force on an atom: 4.48 eV Å⁻¹
- Orbital gap (alpha / beta): 9.2 / 9.8 eV
- 2S+1: 1
- E: -11874.2502 eV

Cartesian coordinates (Å):
C 0.8885 0.1444 1.2321
C -0.2152 0.2613 0.3274
N 1.7845 0.1351 1.9172
N -0.1027 0.2877 -1.1993
O 1.0125 0.1741 -1.6159
O -1.1011 0.6472 -1.7370
F -1.3563 0.6421 0.9062
H -0.9102 -2.2919 0.1693

Want to see where the charge sits? The Mulliken charges in e are: atom 1 (C): 0.3689, atom 2 (C): 0.0059, atom 3 (N): -0.2613, atom 4 (N): 1.0320, atom 5 (O): -0.5229, atom 6 (O): -0.5168, atom 7 (F): -0.1556, atom 8 (H): 0.0498

C2HFN2O2 in the gas phase in a non-equilibrium geometry. Source: the Open Molecules 2025 dataset; level of theory: the ωB97M-V functional and the def2-TZVPD basis.

## Properties
- Molar mass: 104.04 Da
- ΔE to the lowest compared entry with this formula, charge and spin: 161.0 kcal per mole
- HOMO level: -10.6 eV
- Largest force on an atom: 7.60 eV Å⁻¹
- Orbital gap: 8.9 eV
- 2S+1: 1
- E: -11875.6562 eV

Cartesian coordinates (Å):
C 0.7584 1.3228 0.5978
C -0.1620 0.1756 0.6394
N 1.1322 2.3579 0.1742
N -0.3172 -0.8797 -0.1000
O -0.5137 -0.6870 -1.5330
O -0.9498 -1.8100 0.3642
F 0.0200 -0.3486 2.0825
H 0.0322 -0.1310 -2.2251

Want to see where the charge sits? The Mulliken charges in e are: atom 1 (C): 0.1491, atom 2 (C): 0.3988, atom 3 (N): -0.3342, atom 4 (N): 0.6311, atom 5 (O): -0.4770, atom 6 (O): -0.4802, atom 7 (F): -0.2693, atom 8 (H): 0.3817

A gas-phase ion, C2HFNO4 (charge -1) in a non-equilibrium geometry. Source: the Open Molecules 2025 dataset; level of theory: the ωB97M-V functional and the def2-TZVPD basis.

## Properties
- Charge: -1
- Molar mass: 122.03 Da
- ΔE to the lowest compared entry with this formula, charge and spin: 0.0 kcal per mole
- HOMO level: -4.9 eV
- Largest force on an atom: 4.71 eV Å⁻¹
- Orbital gap: 9.0 eV
- 2S+1: 1
- E: -14485.9895 eV

Cartesian coordinates (Å):
C 0.7118 -1.4142 -0.8800
C -0.0590 1.3655 0.6117
N -0.8256 0.3867 0.0872
O 1.1524 -1.6772 -1.9654
O 0.9121 -1.5626 0.2973
O 0.6570 2.1364 0.0094
O -0.5548 -0.2349 -1.0010
F -1.7271 -0.5254 0.9938
H -0.2668 1.5257 1.8471

Want to see where the charge sits? The Mulliken charges in e are: atom 1 (C): 0.7185, atom 2 (C): 0.1146, atom 3 (N): 0.3851, atom 4 (O): -0.5855, atom 5 (O): -0.5617, atom 6 (O): -0.5362, atom 7 (O): -0.3953, atom 8 (F): -0.3541, atom 9 (H): 0.2145

A molecular structure, C2HFNiO in a non-equilibrium geometry. Source: the Open Molecules 2025 dataset; level of theory: the ωB97M-V functional and the def2-TZVPD basis.

## Properties
- Charge: +1
- Molar mass: 118.72 Da
- HOMO level (alpha / beta): -14.4 / -15.3 eV
- Largest force on an atom: 4.95 eV Å⁻¹
- Orbital gap (alpha / beta): 8.7 / 7.3 eV
- 2S+1: 4
- E: -47883.8749 eV

Cartesian coordinates (Å):
H 2.3209 -0.4742 -0.2982
O 1.4403 -0.7191 -0.7895
C 0.7050 -0.4263 0.2678
C -0.3408 0.3837 0.3959
F -1.2072 0.0872 1.4323
Ni -0.7734 1.8520 -0.8518

Want to see where the charge sits? The Mulliken charges in e are: atom 1 (H): 0.4708, atom 2 (O): -0.3021, atom 3 (C): 0.3812, atom 4 (C): 0.1342, atom 5 (F): -0.1365, atom 6 (Ni): 0.4523

Question: The highest E belongs to which entry?
Answer: number 3

Question: Number 1 is which compound?
Answer: C2HF6NNiO3S2

Question: Which of these has the lowest E?
Answer: C2HF6NNiO3S2